(1)
{"formula": "C32H63BrIN3O8P", "method": "wB97M-V/def2-TZVPD", "total_charge": 1, "lumo_ev": -4.09, "fmax_ev_per_a": 1.869, "homo_energy_ev": -10.25, "symbols": ["C", "C", "C", "C", "C", "C", "C", "C", "C", "C", "C", "N", "C", "I", "C", "Br", "C", "C", "O", "O", "C", "P", "C", "O", "C", "O", "C", "C", "H", "H", "H", "H", "H", "H", "H", "H", "H", "H", "H", "H", "H", "H", "H", "H", "H", "H", "H", "H", "H", "H", "H", "H", "H", "H", "H", "H", "H", "H", "H", "H", "H", "C", "O", "C", "C", "N", "C", "C", "O", "C", "H", "H", "H", "H", "H", "H", "H", "H", "H", "H", "H", "H", "H", "H", "H", "C", "O", "C", "C", "N", "C", "C", "O", "C", "H", "H", "H", "H", "H", "H", "H", "H", "H", "H", "H", "H", "H", "H", "H"], "positions_angstrom": [[-4.0374, 5.8849, -5.2057], [-3.1542, 5.7209, -3.9607], [-1.6502, 5.8444, -4.2809], [-0.8123, 4.6663, -3.7572], [-0.3438, 4.8516, -2.3003], [-1.2981, 4.2414, -1.2822], [-0.6932, 4.1374, 0.1262], [-0.4590, 2.7036, 0.5681], [-1.7583, 1.9867, 0.9939], [-1.9656, 0.6201, 0.3232], [-1.8059, -0.5782, 1.2815], [-0.7101, -1.4869, 0.8308], [-0.9059, -2.3119, -0.2323], [-2.7808, -2.4067, -1.1543], [0.1463, -3.1093, -0.6950], [-0.0635, -4.2749, -2.1431], [1.3903, -3.0372, -0.0490], [2.5209, -3.8727, -0.6101], [2.9446, -3.6523, -1.6824], [2.9461, -4.8999, 0.1177], [1.5805, -2.2008, 1.0469], [3.1522, -1.9489, 2.0052], [3.4250, -0.1373, 1.8164], [4.3873, -2.6157, 1.1904], [0.4777, -1.4550, 1.4773], [0.5816, -0.6351, 2.5399], [0.0156, -1.1797, 3.7840], [1.0020, -1.1394, 4.9275], [-5.0651, 6.0831, -4.9187], [-4.0416, 4.9515, -5.7612], [-3.6483, 6.6866, -5.8221], [-3.3771, 4.7508, -3.5225], [-3.4275, 6.4725, -3.2241], [-1.5101, 5.9212, -5.3552], [-1.2903, 6.7755, -3.8507], [0.0594, 4.5803, -4.3979], [-1.4237, 3.7693, -3.8167], [-0.2621, 5.9238, -2.1361], [0.6642, 4.4538, -2.1834], [-1.5931, 3.2579, -1.6523], [-2.1873, 4.8658, -1.2650], [0.2719, 4.6411, 0.1095], [-1.2986, 4.6819, 0.8463], [0.0332, 2.1648, -0.2392], [0.2259, 2.7119, 1.4157], [-1.8359, 1.9300, 2.0755], [-2.5783, 2.6205, 0.6665], [-1.2873, 0.5024, -0.5163], [-2.9615, 0.5702, -0.1034], [-2.6963, -1.1874, 1.3678], [-1.5578, -0.2001, 2.2575], [2.6770, -4.7851, 1.0396], [4.4835, 0.0868, 1.8198], [2.9240, 0.2458, 0.9314], [2.9702, 0.3457, 2.6742], [4.6669, -2.1248, 0.4040], [-0.3636, -2.1830, 3.6079], [-0.8472, -0.5810, 4.0602], [0.6778, -1.8655, 5.6684], [1.9983, -1.4190, 4.6157], [0.9765, -0.1703, 5.4126], [-4.0768, -4.7299, -4.0646], [-5.1100, -3.8616, -3.6348], [-5.0745, -2.5647, -4.2229], [-6.2135, -2.3436, -5.1935], [-6.0438, -3.1448, -6.3966], [-7.2043, -3.1666, -7.2870], [-8.5092, -3.7584, -6.7648], [-8.4704, -5.1539, -6.5397], [-7.9622, -5.5619, -5.2853], [-4.1032, -5.6104, -3.4245], [-4.2148, -5.0507, -5.1010], [-3.0937, -4.2557, -3.9665], [-4.1096, -2.3813, -4.7065], [-5.1807, -1.8450, -3.4024], [-6.2384, -1.2860, -5.4720], [-7.1475, -2.5756, -4.6641], [-5.8249, -4.0959, -6.1322], [-6.9155, -3.7390, -8.1709], [-7.3974, -2.1433, -7.6235], [-9.2608, -3.6080, -7.5433], [-8.8809, -3.2377, -5.8735], [-8.1982, -4.8421, -4.4968], [-6.8806, -5.7254, -5.3215], [-8.4302, -6.5138, -5.0359], [9.5073, 2.4133, 6.2030], [9.2871, 1.0839, 6.6354], [8.4757, 0.9672, 7.7970], [7.1345, 0.3486, 7.4660], [6.3110, 1.2551, 6.6733], [5.1082, 0.6532, 6.1126], [5.2617, -0.4953, 5.1187], [5.8271, -0.1270, 3.8720], [7.2495, -0.0893, 3.8530], [10.2735, 2.3820, 5.4305], [8.6033, 2.8639, 5.7777], [9.8672, 3.0418, 7.0218], [8.3515, 1.9347, 8.2909], [8.9989, 0.3030, 8.4899], [6.6099, 0.1157, 8.3970], [7.3325, -0.5974, 6.9443], [6.8687, 1.6298, 5.9178], [4.5580, 1.4523, 5.6072], [4.4780, 0.3096, 6.9398], [4.2522, -0.8508, 4.8858], [5.7970, -1.3517, 5.5426], [7.6843, -0.8351, 4.5201], [7.6270, 0.9020, 4.1104], [7.5690, -0.3069, 2.8336]], "forces_ev_per_a": [[0.20, -0.27, 0.64], [-0.05, 0.25, -0.40], [-0.37, -0.51, 0.30], [0.06, 0.81, 0.30], [-0.10, -0.05, -0.54], [0.11, 0.28, 0.07], [0.25, 0.15, -0.38], [-0.11, 0.03, 0.78], [0.09, 0.23, -0.95], [-0.33, -0.24, 0.45], [0.17, 0.33, -0.37], [0.00, -0.28, 0.22], [0.09, -0.44, -0.56], [0.22, -0.06, 0.09], [-0.22, 0.36, 0.45], [-0.16, 0.00, 0.04], [-0.19, 0.02, 0.23], [-0.36, -0.25, 0.89], [0.74, 0.55, -1.63], [-0.14, -0.06, 0.50], [-0.07, 0.57, -0.67], [0.36, 0.14, 1.60], [-0.76, -0.30, -0.28], [-0.40, 0.12, -0.66], [0.23, 0.17, 0.14], [-0.01, -0.48, -0.06], [-0.14, 0.02, 0.42], [-0.31, -0.06, -0.02], [-0.16, 0.17, -0.08], [0.10, -0.01, -0.33], [-0.16, 0.15, -0.23], [0.05, -0.14, 0.19], [-0.09, 0.06, 0.15], [-0.06, 0.00, -0.21], [0.25, 0.14, -0.05], [0.13, -0.29, -0.09], [0.15, -0.33, -0.27], [0.14, 0.15, 0.27], [0.05, -0.23, 0.11], [-0.14, -0.15, 0.09], [-0.29, -0.09, 0.00], [0.11, 0.14, 0.06], [-0.11, -0.07, 0.22], [0.08, -0.11, -0.13], [0.21, -0.10, 0.02], [0.01, -0.09, 0.17], [-0.20, 0.08, 0.07], [0.16, 0.01, -0.14], [-0.18, -0.01, -0.06], [-0.13, -0.07, -0.04], [0.13, -0.13, 0.11], [0.02, -0.30, 0.06], [0.21, -0.13, 0.03], [0.15, 0.16, -0.22], [0.04, 0.11, 0.16], [0.11, -0.13, -0.06], [0.20, -0.21, -0.25], [-0.13, 0.22, -0.18], [-0.04, -0.10, 0.12], [0.24, 0.03, -0.07], [0.31, 0.19, -0.04], [-0.09, -0.04, 0.04], [0.22, 0.01, 0.02], [-0.05, 0.23, 0.17], [-0.04, -0.28, -0.11], [-0.08, -0.01, 0.11], [0.18, -0.04, -0.06], [-0.14, 0.08, -0.13], [0.07, 0.03, 0.09], [-0.07, -0.13, -0.13], [-0.05, 0.01, 0.01], [0.08, 0.03, -0.03], [0.01, 0.00, -0.06], [-0.01, -0.07, -0.07], [-0.01, 0.03, -0.03], [-0.02, 0.01, 0.00], [0.00, 0.11, 0.08], [0.00, -0.03, 0.00], [-0.03, 0.02, -0.03], [-0.03, 0.02, 0.03], [0.00, -0.01, 0.00], [0.10, -0.03, 0.07], [0.04, 0.04, 0.01], [0.03, 0.07, 0.10], [-0.02, 0.01, -0.01], [0.07, -0.10, -0.01], [-0.10, 0.17, -0.07], [0.09, -0.21, 0.12], [-0.05, 0.10, -0.17], [0.04, -0.19, -0.06], [0.07, 0.23, 0.00], [-0.29, -0.07, 0.01], [0.17, -0.05, 0.12], [-0.08, 0.07, -0.28], [-0.01, -0.04, 0.00], [0.00, 0.07, 0.06], [-0.03, 0.04, 0.00], [-0.05, 0.04, -0.07], [0.01, 0.03, 0.01], [-0.02, -0.01, 0.00], [0.03, -0.07, 0.10], [0.03, 0.05, 0.01], [-0.05, -0.03, 0.00], [0.01, -0.06, 0.00], [0.00, -0.02, -0.01], [0.11, 0.06, 0.01], [0.00, 0.02, 0.06], [0.06, -0.04, 0.11], [-0.03, -0.03, 0.00]]}

(2)
{"formula": "C4H9N3O", "method": "wB97M-V/def2-TZVPD", "total_charge": 0, "lumo_ev": -0.27, "fmax_ev_per_a": 0.476, "homo_energy_ev": -8.95, "de_lowest_kj_mol": 332.50, "symbols": ["C", "C", "C", "N", "O", "H", "H", "H", "H", "H", "N", "C", "N", "H", "H", "H", "H"], "positions_angstrom": [[0.0086, -0.7603, -1.9832], [0.2055, 0.6703, -1.5263], [0.0019, 1.9979, 0.4518], [-0.4715, 1.0079, -0.3413], [0.8518, 1.4767, -2.1599], [0.7479, -1.4008, -1.4959], [-0.9869, -1.1304, -1.7326], [0.1634, -0.8124, -3.0584], [0.9262, 2.4843, 0.1511], [-0.7356, 2.6047, 0.9707], [-0.2313, -1.9893, 1.6234], [-0.0384, -0.6647, 1.5179], [0.4937, 0.1986, 2.2077], [-0.0011, -2.4722, 2.4790], [-0.8113, -2.4693, 0.9601], [0.4490, 1.2305, 1.6009], [-0.5719, 0.0283, 0.3349]], "forces_ev_per_a": [[0.01, 0.07, 0.02], [0.17, 0.11, -0.04], [-0.02, -0.35, -0.05], [0.02, 0.19, 0.09], [-0.23, -0.24, 0.24], [-0.02, 0.04, -0.01], [0.03, 0.05, 0.01], [0.00, 0.01, 0.04], [0.00, -0.06, 0.02], [0.03, -0.03, -0.01], [-0.01, -0.14, 0.04], [0.14, 0.45, 0.05], [-0.18, -0.28, -0.22], [-0.02, 0.09, -0.09], [0.04, 0.07, 0.05], [-0.07, 0.06, -0.17], [0.10, -0.06, 0.04]]}

(3)
{"formula": "C21H37AlBr24FNO3P", "method": "wB97M-V/def2-TZVPD", "total_charge": -1, "lumo_ev": 0.85, "fmax_ev_per_a": 2.237, "homo_energy_ev": -5.05, "de_lowest_kj_mol": 0.00, "symbols": ["C", "C", "C", "O", "O", "C", "C", "Al", "O", "C", "C", "C", "C", "C", "C", "P", "N", "C", "C", "F", "H", "H", "H", "H", "H", "H", "H", "H", "H", "H", "H", "H", "H", "H", "H", "H", "H", "H", "H", "H", "H", "H", "H", "H", "H", "H", "H", "H", "H", "C", "Br", "Br", "Br", "H", "C", "Br", "Br", "Br", "H", "C", "Br", "Br", "Br", "H", "C", "Br", "Br", "Br", "H", "C", "Br", "Br", "Br", "H", "C", "Br", "Br", "Br", "H", "C", "Br", "Br", "Br", "H", "C", "Br", "Br", "Br", "H"], "positions_angstrom": [[3.7533, 3.3872, -1.0071], [4.1453, 3.4490, -2.4976], [4.3328, 2.0458, -3.0644], [3.8272, 1.7156, -4.1373], [5.0767, 1.2236, -2.3002], [4.5348, -0.1192, -2.0365], [3.0630, -0.2046, -1.7275], [2.5501, -2.1486, -1.3700], [1.2355, -2.1641, -0.1559], [1.5562, -1.7529, 1.1458], [0.6566, -0.6084, 1.6769], [1.4211, 0.0864, 2.8105], [0.1377, 0.3173, 0.5478], [-1.3676, 0.0565, 0.2788], [0.2938, 1.8242, 0.8358], [4.4754, -3.4375, -0.7624], [5.4181, -2.8815, 0.4300], [1.7933, -3.0342, -3.0435], [1.8450, -2.2098, -4.3147], [2.5015, -4.2597, -3.2927], [2.7919, 2.8796, -0.9077], [3.6191, 4.3952, -0.6061], [4.5193, 2.8636, -0.4393], [3.3328, 3.9086, -3.0553], [5.0749, 4.0078, -2.5773], [4.8016, -0.7891, -2.8591], [5.1011, -0.4604, -1.1677], [2.4348, 0.1069, -2.5630], [2.8439, 0.3487, -0.8106], [1.4223, -2.5914, 1.8400], [2.6138, -1.4477, 1.2481], [-0.2186, -1.0770, 2.1398], [0.7559, 0.6729, 3.4497], [2.2103, 0.7352, 2.4255], [1.9168, -0.6654, 3.4330], [0.6586, 0.1337, -0.3891], [-1.6546, -0.9469, 0.5874], [-1.9625, 0.8276, 0.7740], [-1.5649, 0.1547, -0.7945], [-0.3796, 2.1550, 1.6296], [0.0017, 2.3646, -0.0731], [1.3215, 2.1088, 1.0579], [4.0782, -4.7737, -0.5291], [5.2437, -3.5754, -1.9481], [5.0120, -2.0243, 0.7902], [0.7508, -3.3017, -2.8361], [2.8674, -2.0242, -4.6494], [1.3587, -1.2412, -4.1667], [1.2923, -2.7049, -5.1256], [-1.5232, -0.8258, 4.5390], [-2.4166, -0.2009, 2.9576], [-0.6636, -2.5191, 4.2317], [-0.2917, 0.4872, 5.2236], [-2.2759, -0.9796, 5.2970], [-2.2456, 5.4483, -1.9157], [-3.8726, 4.6901, -2.6128], [-2.0358, 5.0625, -0.0442], [-0.7242, 4.8887, -2.9425], [-2.3292, 6.5198, -2.0185], [1.8163, -6.0340, 2.9310], [1.7838, -5.9533, 4.8618], [0.1047, -5.5615, 2.1839], [3.2214, -4.9570, 2.1972], [2.0100, -7.0620, 2.6638], [-5.7115, -1.3145, 5.6428], [-6.4075, -0.8036, 3.9290], [-4.6883, -2.9383, 5.5234], [-4.6650, 0.0995, 6.4218], [-6.5487, -1.5051, 6.2977], [-8.7401, -4.6531, 6.6078], [-9.4911, -3.8567, 5.0280], [-7.3300, -5.8850, 6.1808], [-8.1559, -3.3143, 7.8665], [-9.5242, -5.2151, 7.0928], [8.0983, 4.6931, -4.6503], [7.2735, 3.2429, -3.7046], [9.2379, 4.0712, -6.0742], [6.7881, 5.9512, -5.2941], [8.7276, 5.2224, -3.9507], [-5.2253, 0.9145, -1.8044], [-6.8335, 0.1827, -2.5836], [-5.1175, 0.5369, 0.0761], [-3.6407, 0.3196, -2.7050], [-5.2758, 1.9878, -1.9127], [-9.0206, 3.5285, -3.3891], [-7.1903, 3.8539, -2.8906], [-9.9543, 5.1761, -3.7287], [-9.1561, 2.3223, -4.8800], [-9.5002, 3.0553, -2.5448]], "forces_ev_per_a": [[-0.18, 0.17, -0.41], [-0.16, -0.57, 0.93], [-0.80, -0.39, -1.78], [0.76, 0.31, 1.78], [-0.42, 0.74, 0.09], [-0.20, -0.76, -0.03], [0.61, -0.58, 0.28], [-1.11, 0.18, -0.36], [0.68, -0.15, -0.06], [-0.48, 0.09, -0.09], [0.49, -0.04, -0.14], [0.10, 0.11, -0.57], [-0.58, 0.57, 0.50], [0.73, 0.27, -1.17], [-0.07, -0.22, -0.59], [0.19, 0.78, 0.38], [-0.16, -0.29, 0.08], [0.32, 0.63, 0.46], [-0.38, -0.24, -0.23], [-0.16, -0.14, -0.10], [0.12, -0.14, 0.16], [0.12, -0.03, -0.02], [-0.11, -0.02, 0.11], [0.26, 0.14, -0.27], [-0.20, 0.11, -0.24], [0.06, 0.29, -0.19], [0.15, 0.20, -0.11], [-0.03, 0.21, 0.09], [-0.14, 0.21, -0.11], [0.14, -0.07, 0.07], [-0.01, 0.07, -0.10], [0.37, 0.03, -0.39], [0.96, -0.13, -1.27], [0.07, -0.04, -0.09], [-0.12, 0.01, 0.10], [0.20, -0.31, 0.18], [-0.10, 0.09, -0.20], [-0.12, -0.21, -0.18], [0.01, -0.04, 0.17], [0.14, 0.01, 0.19], [0.00, 0.06, 0.10], [-0.03, 0.04, 0.11], [0.18, -0.15, -0.36], [-0.12, -0.39, -0.03], [0.00, -0.01, 0.08], [0.03, -0.23, -0.10], [0.00, 0.02, 0.07], [0.08, -0.01, 0.11], [0.20, 0.01, -0.05], [-0.12, -0.08, 0.09], [-0.43, 0.01, 1.13], [-0.08, -0.16, 0.21], [-1.21, 0.04, 1.88], [0.04, -0.02, 0.07], [0.09, -0.01, 0.09], [-0.02, -0.02, -0.09], [0.00, -0.03, -0.04], [0.02, -0.04, 0.03], [-0.03, 0.01, 0.00], [0.10, 0.06, -0.11], [-0.03, 0.01, 0.01], [-0.02, 0.00, 0.01], [0.11, 0.07, 0.13], [-0.04, -0.03, 0.03], [0.12, -0.04, -0.10], [-0.09, 0.01, -0.05], [0.02, 0.01, 0.00], [-0.02, 0.07, 0.07], [-0.02, 0.01, 0.01], [0.03, -0.03, -0.04], [0.04, 0.02, 0.02], [-0.03, 0.00, 0.01], [0.00, 0.00, 0.01], [-0.02, 0.00, 0.00], [-0.02, -0.06, 0.07], [0.42, -0.10, -0.19], [-0.02, 0.01, 0.00], [0.00, 0.00, -0.01], [0.02, 0.02, -0.01], [0.09, -0.10, 0.01], [0.12, -0.05, 0.05], [-0.09, 0.00, 0.13], [-0.15, 0.02, -0.18], [-0.04, 0.03, -0.01], [0.02, -0.08, -0.02], [-0.11, 0.18, -0.01], [0.01, 0.00, 0.01], [0.00, 0.04, 0.01], [0.01, -0.02, 0.01]]}

(4)
{"formula": "C2H4O2", "method": "wB97M-V/def2-TZVPD", "total_charge": 0, "lumo_ev": 0.08, "fmax_ev_per_a": 6.835, "homo_energy_ev": -9.71, "de_lowest_kj_mol": 281.54, "symbols": ["C", "C", "O", "O", "H", "H", "H", "H"], "positions_angstrom": [[-0.5928, 0.1352, -0.0377], [0.9477, 0.4099, -0.0395], [-0.8096, -1.2737, -0.0398], [1.9495, -0.1808, 0.2768], [-0.0039, -1.6927, -0.3962], [-0.9962, 0.5759, -0.9524], [-1.1171, 0.5111, 0.8452], [0.6225, 1.5152, 0.3435]], "forces_ev_per_a": [[1.57, -4.02, -1.84], [-3.16, 3.62, 4.86], [-0.19, -0.41, -0.33], [-1.18, 0.00, -1.70], [-0.59, 0.19, 0.30], [-0.11, 0.36, 0.04], [0.75, 0.49, 0.03], [2.91, -0.23, -1.37]]}

> Which formula does entry 1 have?

C32H63BrIN3O8P